[1]
Below is a molecular structure, C32H20Cl5N10O2Pd, with properties calculated with ωB97M-V/def2-TZVPD.

Calculated values
Gap between HOMO and LUMO ... 6.5 eV
Net charge ... -1
HOMO energy ... -4.370 eV
Lowest unoccupied orbital energy ... 2.097 eV
ΔE to the lowest compared entry with this formula, charge and spin ... 0.00 kJ/mol

Element x y z (Å)
Pd -0.77667 0.95026 0.82771
Cl -7.33321 -2.65293 -1.77910
C -5.78168 -1.94560 -1.47409
C -5.60702 -1.00630 -0.45940
Cl -6.97536 -0.55416 0.50421
C -4.36980 -0.43304 -0.21295
Cl -4.19554 0.73511 1.05665
C -3.19906 -0.76216 -0.97165
O -2.06103 -0.27480 -0.77427
C -3.43396 -1.73752 -2.00012
Cl -2.05139 -2.19508 -2.93448
C -4.66971 -2.30406 -2.23878
Cl -4.85430 -3.47993 -3.49760
C 5.57964 2.21406 0.45254
N 4.36846 1.48431 0.08863
C 3.40562 0.98157 0.87850
N 2.55162 0.27138 0.16950
C 3.03957 0.39934 -1.09049
N 4.14399 1.10742 -1.18954
C 6.15786 1.65225 1.72932
C 6.45672 2.46333 2.81356
C 6.87123 1.90039 4.01746
C 6.92892 0.52545 4.16815
C 6.63037 -0.28894 3.08029
C 6.28645 0.27522 1.86183
C 6.40568 -1.73897 3.19141
N 6.96901 -2.73064 2.60449
N 6.12814 -3.83168 2.79799
C 5.13302 -3.40818 3.48872
O 5.24512 -2.09400 3.80773
C 3.82594 -4.02818 3.76534
C 3.41207 -4.40111 5.03555
C 2.10740 -4.83587 5.22675
C 1.21427 -4.86147 4.16608
C 1.62214 -4.47855 2.89251
C 0.63949 -4.38222 1.75189
N -0.07422 -3.11620 1.76610
C 0.35109 -1.89958 1.40239
N -0.58775 -1.01423 1.66411
C -1.59570 -1.75734 2.19309
N -1.32463 -3.03808 2.27879
C 2.93632 -4.08522 2.69849
H 5.36152 3.27374 0.56964
H 6.26028 2.08039 -0.38770
H 3.37292 1.14510 1.94366
H 2.57133 -0.04561 -1.95361
H 6.31017 3.53296 2.73359
H 7.09602 2.54332 4.85831
H 7.17910 0.08527 5.12484
H 6.02744 -0.37533 1.03420
H 4.10112 -4.34616 5.86837
H 1.78012 -5.13435 6.21398
H 0.18458 -5.15770 4.32720
H -0.12180 -5.15645 1.81270
H 1.15330 -4.47739 0.79542
H 1.30299 -1.66501 0.94976
H -2.54353 -1.33451 2.48377
H 3.27210 -3.77628 1.71486
N 3.83558 4.43787 2.14974
C 2.81112 4.07663 1.75923
C 1.54980 3.63291 1.26144
C 0.53826 3.28234 2.11790
C -0.71504 2.88145 1.59304
N -0.97765 2.86683 0.23493
C 0.11726 3.06402 -0.57505
C 1.34134 3.48150 -0.14225
H 0.66860 3.34890 3.19072
H -1.58664 2.92150 2.23801
H -0.06590 2.90781 -1.63163
H 2.13850 3.67730 -0.84662

[2]
Below is a single C4H8N2O molecule, with properties calculated with ωB97M-V/def2-TZVPD.

Calculated values
Gap between HOMO and LUMO ... 10.6 eV
Net charge ... 0
HOMO energy ... -9.592 eV
SMILES string ... C[C@@]1(C(N)=O)CN1
Lowest unoccupied orbital energy ... 0.998 eV
ΔE to the lowest compared entry with this formula, charge and spin ... 120.12 kJ/mol

Element x y z (Å)
C 1.60850 -0.14545 0.32840
C 0.19010 0.02818 -0.15134
C -0.15127 0.13728 -1.58146
N -0.45843 -1.09187 -0.83815
C -0.67881 0.83242 0.80091
O -0.45474 2.01005 1.02475
N -1.66053 0.09011 1.35968
H 2.24844 -0.52859 -0.47408
H 1.99817 0.81305 0.67787
H 1.63835 -0.85850 1.16355
H -1.02691 0.70931 -1.87775
H 0.66716 0.13745 -2.29744
H 0.23239 -1.80632 -1.06290
H -1.78514 -0.83961 0.98893
H -2.36729 0.51250 1.93903

[3]
Below is 5 unconnected molecules or ions with the total composition C12H24NO15 at a distorted geometry, with properties calculated with ωB97M-V/def2-TZVPD.

Calculated values
Gap between HOMO and LUMO ... 7.3 eV
Net charge ... -1
HOMO energy ... -4.836 eV
Lowest unoccupied orbital energy ... 2.490 eV
ΔE to the lowest compared entry with this formula, charge and spin ... 0.00 kJ/mol

Element x y z (Å)
N -0.11276 -1.44615 2.19042
O 0.82313 -2.21295 2.05014
O -1.05995 -1.86392 2.82871
O -0.04018 -0.34075 1.75332
C -7.36107 0.03171 -0.11405
O -5.96901 0.24158 -0.00434
C -5.43587 0.43129 1.19846
O -6.03053 0.53370 2.30703
O -4.12105 0.46906 1.01684
C -3.27018 0.63238 2.09689
H -7.67074 0.07691 -1.15815
H -7.92228 0.79092 0.43072
H -7.53641 -0.96873 0.28150
H -3.18080 -0.28100 2.68497
H -3.48211 1.40434 2.83667
H -2.31130 0.83472 1.61972
C 4.05799 4.91955 3.68389
O 3.00225 4.71673 2.82888
C 2.06462 3.78829 3.16721
O 1.90238 3.21724 4.24144
O 1.36069 3.59110 2.11839
C 0.30002 2.60216 2.11392
H 4.17455 5.98746 3.86858
H 4.97958 4.42051 3.38440
H 3.74881 4.60182 4.67966
H 0.76869 1.68354 2.46689
H -0.17984 2.38168 1.16040
H -0.32571 3.03702 2.89331
C 4.02967 -1.47526 -3.67707
O 3.99824 -2.33190 -2.55583
C 3.38419 -1.95093 -1.32543
O 3.27830 -2.78444 -0.45535
O 3.06267 -0.60683 -1.38610
C 2.51811 0.03386 -0.25251
H 3.21711 -0.76453 -3.82772
H 3.89399 -2.06501 -4.58365
H 4.94417 -0.88216 -3.67272
H 1.60883 0.54388 -0.57060
H 3.22326 0.56633 0.38574
H 2.07781 -0.61005 0.50882
C 0.07166 -1.60911 -5.26860
O -0.11129 -1.58189 -3.83773
C 0.00336 -2.58965 -3.05487
O 0.41532 -3.63305 -3.51328
O -0.26022 -2.33461 -1.76349
C -0.28230 -3.37663 -0.84525
H -0.89293 -1.41480 -5.73755
H 0.52112 -2.47272 -5.75877
H 0.89749 -0.93996 -5.51015
H 0.74530 -3.70834 -0.69658
H -0.77473 -4.22498 -1.32057
H -0.74204 -3.06744 0.09344

[4]
Below is 2 unconnected molecules or ions with the total composition C12H22BIN3O6P2S2 at a distorted geometry, with properties calculated with ωB97M-V/def2-TZVPD.

Calculated values
Gap between HOMO and LUMO ... 7.1 eV
Net charge ... +1
HOMO energy ... -11.967 eV
Lowest unoccupied orbital energy ... -4.850 eV

Element x y z (Å)
C 4.10933 0.21926 -0.13102
C 2.85508 0.03572 -0.96628
O 2.69072 -1.28281 -1.55094
C 2.23188 -2.21339 -0.68941
O 2.87784 -2.61684 0.21604
C 0.85591 -2.78659 -0.93842
C 0.10715 -2.34690 -2.19116
C -0.20606 -0.85605 -2.36790
C -1.22797 -0.30391 -1.41558
C -0.94070 -0.26281 -0.05297
N -1.80960 0.18508 0.86690
S -1.28831 0.09054 2.53379
C -3.02311 0.66377 0.51036
P -4.18912 1.30661 1.79119
S -3.53342 2.70796 2.93606
C -3.38611 0.67144 -0.83891
B -4.80038 1.22658 -1.35983
O -5.79438 0.35382 -1.72667
O -5.00728 2.55501 -1.43567
C -2.47852 0.19601 -1.80458
P -3.10255 0.36888 -3.54740
O -2.81045 -1.17118 -3.98726
I -1.34572 1.71141 -4.60827
H 4.56380 -0.71831 0.14963
H 4.79815 0.87752 -0.64631
H 3.83242 0.72357 0.79174
H 1.95562 0.26989 -0.39415
H 2.86443 0.70956 -1.81425
H 0.26595 -2.66830 -0.03788
H 1.01689 -3.85750 -1.01647
H 0.61410 -2.68649 -3.08506
H -0.84919 -2.86826 -2.18734
H 0.67529 -0.22611 -2.33767
H -0.60965 -0.75167 -3.36193
H 0.01542 -0.59218 0.30998
H -1.57747 -1.20999 2.72775
H -4.62621 0.11966 2.40760
H -5.28826 1.73217 1.03750
H -5.71320 -0.48572 -1.26271
H -5.95159 2.74492 -1.50093
H -3.26702 -1.33239 -4.82372
C 4.34651 1.28269 4.04353
O 3.84702 0.82921 3.02438
N 4.04492 0.79510 5.28346
N 5.24809 2.30668 4.02054
H 4.44680 1.14766 6.13083
H 3.39514 0.03422 5.33189
H 5.49462 2.68242 3.12469
H 5.67315 2.69009 4.84283

[5]
Below is a single C6H11NO molecule at a distorted geometry, with properties calculated with ωB97M-V/def2-TZVPD.

Calculated values
Gap between HOMO and LUMO ... 10.1 eV
Net charge ... 0
HOMO energy ... -9.177 eV
SMILES string ... C[C@H]1C(=O)N(C)[C@H]1C
Lowest unoccupied orbital energy ... 0.890 eV
ΔE to the lowest compared entry with this formula, charge and spin ... 159.45 kJ/mol

Element x y z (Å)
C -0.39931 -0.62898 -0.53544
C -0.43585 1.10874 -0.63019
C 2.05032 -1.28691 0.06729
C -0.99206 -1.48403 0.56530
C -1.34194 2.20810 -0.13575
N 1.03524 -0.39785 -0.42226
C 0.83589 0.88547 0.15177
O 1.39815 1.37924 1.10078
H -0.70129 -0.97741 -1.52769
H -0.23721 1.31370 -1.69182
H 3.01038 -0.76812 -0.00225
H 1.88228 -1.54631 1.11414
H 2.07128 -2.17808 -0.56238
H -1.52839 -2.33889 0.13609
H -0.26828 -1.92480 1.25886
H -1.69109 -0.91916 1.18866
H -0.87792 3.18244 -0.34930
H -2.29795 2.20801 -0.66737
H -1.51223 2.16484 0.94155

[6]
Below is a molecular structure, C21H23N2OPtS3Si at a distorted geometry, with properties calculated with ωB97M-V/def2-TZVPD.

Calculated values
Gap between HOMO and LUMO (alpha / beta) ... 3.7 / 5.9 eV
Net charge ... -1
HOMO energy (alpha / beta) ... -1.537 / -3.823 eV
Lowest unoccupied orbital energy (alpha / beta) ... 2.137 / 2.095 eV
ΔE to the lowest compared entry with this formula, charge and spin ... 67.80 kJ/mol
Multiplicity ... 3

Element x y z (Å)
Pt -16.02338 -7.44510 3.30160
S -20.26458 -6.38955 2.70940
C -18.88647 -7.19295 3.13635
S -17.96081 -7.22672 4.59799
S -17.90175 -7.93818 1.95811
N -14.69413 -7.80085 1.80407
C -13.59295 -6.87431 1.72415
C -13.83868 -5.55139 2.46221
N -14.72564 -5.79068 3.63145
H -14.39134 -8.77845 1.91982
H -15.30449 -7.78195 0.99718
H -13.45782 -6.64118 0.65350
H -12.66961 -7.35962 2.10689
H -14.35555 -4.86052 1.80279
H -12.87302 -5.12397 2.73318
H -15.23735 -4.96440 3.94451
H -14.25373 -6.21901 4.46144
O -14.71139 -8.39212 4.60026
Si -14.37592 -9.91592 5.19469
C -15.83538 -10.68289 6.16151
C -15.59606 -11.72993 7.08368
C -16.60887 -12.33952 7.79065
C -17.94843 -11.90731 7.56414
C -18.17466 -10.90972 6.62424
C -17.13289 -10.28865 5.95325
C -13.95774 -11.33126 3.98659
C -14.75402 -11.53439 2.86060
C -14.29512 -12.31815 1.77180
C -13.12362 -13.03446 1.88162
C -12.33703 -12.90049 3.04481
C -12.81239 -12.16391 4.09452
C -12.87699 -9.65380 6.29027
C -12.99393 -9.58737 7.66068
C -11.87632 -9.35731 8.48149
C -10.61455 -9.34374 7.93246
C -10.48216 -9.43056 6.53480
C -11.60685 -9.65189 5.73496
H -14.57943 -12.07514 7.19948
H -16.32374 -13.08386 8.50053
H -18.79544 -12.47519 7.99486
H -19.17472 -10.58764 6.36927
H -17.38151 -9.46775 5.28446
H -15.76462 -11.13784 2.79201
H -14.94959 -12.37468 0.87952
H -12.70993 -13.53347 1.00840
H -11.32196 -13.25664 3.06573
H -12.28497 -12.20730 5.03205
H -13.96637 -9.68233 8.13011
H -12.04902 -9.24079 9.52352
H -9.73189 -9.35540 8.53286
H -9.54762 -9.32218 6.01067
H -11.46967 -9.78329 4.66085

no.,E_tot (Ha)
1,-4358.394305
2,-341.957895
3,-1654.892386
4,-2887.711370
5,-365.170736
6,-2602.201712